# 1
Here is a molecular structure, C45H46F4MnN10OPS from OMol25. Energies are from the ωB97M-V functional and the def2-TZVPD basis.

The geometry in XYZ format:
```
109
Properties=species:S:1:pos:R:3:forces:R:3
Mn 0.1198 -0.2824 -0.1249 0.4 0.1 1.3
C 2.2037 -1.9909 1.4121 0.1 0.1 0.0
N 2.1745 -0.7404 0.6294 -0.3 -0.5 -1.0
C 3.0842 -0.9611 -0.5178 0.0 -0.2 0.1
C 2.6596 0.3866 1.4524 0.3 0.0 0.0
C 1.6212 1.4541 1.7781 -0.2 0.1 0.0
N 0.3268 1.1152 1.2173 -0.6 0.1 -0.2
C -0.7843 1.7128 1.7529 0.7 0.2 0.0
C -2.0334 1.2185 1.4132 -0.3 -0.2 -0.2
F -2.0353 0.2527 0.4505 -0.4 -0.4 -0.5
C -3.2226 1.6043 1.9807 -0.1 -0.1 -0.2
F -4.3498 0.9745 1.6113 0.0 0.0 -0.1
C -3.2572 2.6162 2.9111 -0.2 0.1 0.1
C -2.0437 3.1909 3.2172 0.1 0.2 0.1
F -1.9946 4.2036 4.0879 0.0 0.0 0.0
C -0.8510 2.7726 2.6631 0.2 0.2 0.2
F 0.2628 3.4527 3.0071 0.0 0.0 0.0
H 3.2321 -2.2290 1.6913 0.1 0.0 0.0
H 1.8076 -2.8126 0.8170 0.1 0.0 0.0
H 1.6134 -1.9019 2.3141 0.1 0.0 0.1
H 4.0932 -1.1951 -0.1651 0.1 0.0 0.0
H 3.1124 -0.0799 -1.1466 0.0 0.1 0.0
H 2.7222 -1.8036 -1.1089 0.0 0.0 0.0
H 3.5018 0.8450 0.9391 0.1 0.0 -0.1
H 3.0526 -0.0180 2.3838 0.1 -0.1 0.1
H 1.9895 2.4198 1.4127 0.0 0.0 0.0
H 1.5637 1.5561 2.8604 0.0 0.0 0.2
H -4.1792 2.9511 3.3651 0.1 0.0 0.0
C -1.7060 -3.2207 -4.4345 0.1 0.1 0.5
N -1.0113 -2.8241 -3.1986 -0.5 -0.7 -0.3
C -0.5675 -1.6314 -2.8374 0.4 0.1 -0.1
N 0.0421 -1.7175 -1.6612 -0.7 -0.3 0.5
C -0.1132 -3.0418 -1.3336 0.3 0.1 -0.1
N -0.7434 -3.7513 -2.2336 0.0 0.6 -0.3
C -3.1998 -2.9851 -4.4423 0.1 0.0 0.0
C -3.8536 -3.0542 -5.6685 -0.1 0.0 -0.1
C -5.2296 -2.8874 -5.7414 0.0 0.0 0.0
C -5.9629 -2.6355 -4.5912 -0.1 0.0 0.0
C -5.3062 -2.5533 -3.3698 -0.1 0.1 0.1
C -3.9278 -2.7358 -3.2913 0.1 0.0 0.1
C -6.0707 -2.2397 -2.1565 0.3 -0.1 -0.2
N -7.2605 -1.7823 -2.0381 -0.4 0.2 0.7
N -7.4871 -1.6472 -0.6414 -0.1 0.0 -0.8
C -6.4069 -2.0354 -0.0736 0.2 -0.1 0.3
O -5.4622 -2.4231 -0.9662 0.3 -0.1 0.1
C -6.0578 -2.1557 1.3488 -0.1 0.1 -0.2
C -6.8763 -1.6361 2.3490 -0.1 0.0 0.0
C -6.5002 -1.7834 3.6752 0.0 0.0 0.0
C -5.3083 -2.4257 4.0087 -0.1 0.1 0.1
C -4.4936 -2.9348 3.0115 0.2 0.1 -0.1
C -3.1630 -3.5825 3.3122 0.2 0.2 -0.2
N -2.0324 -2.7885 2.7970 -0.5 0.0 0.5
C -1.5422 -2.7201 1.5639 0.0 -0.2 -0.2
N -0.6518 -1.7468 1.4847 0.1 0.6 0.0
C -0.6571 -1.2289 2.7569 -0.1 -0.1 0.1
N -1.4808 -1.8265 3.5833 0.0 -0.3 -0.7
C -4.8841 -2.8066 1.6867 0.1 -0.1 -0.1
H -1.4891 -4.2751 -4.5589 0.1 -0.2 0.0
H -1.2384 -2.6871 -5.2543 0.1 0.1 -0.1
H -0.6589 -0.7450 -3.4523 0.0 -0.2 0.2
H 0.2819 -3.4736 -0.4239 -0.1 0.1 -0.2
H -3.2850 -3.2478 -6.5765 -0.1 0.0 0.1
H -5.7310 -2.9540 -6.7006 0.0 0.0 0.1
H -7.0392 -2.4950 -4.6273 0.2 0.0 0.0
H -3.4371 -2.6721 -2.3232 -0.1 0.0 -0.2
H -7.7956 -1.1238 2.0782 0.1 -0.1 0.1
H -7.1355 -1.3893 4.4616 0.1 0.0 -0.1
H -5.0153 -2.5190 5.0510 0.0 0.0 -0.1
H -3.1073 -4.5699 2.8642 0.1 -0.1 -0.1
H -2.9910 -3.6668 4.3763 0.0 -0.1 0.2
H -1.8267 -3.3973 0.7661 0.0 0.2 0.2
H -0.0391 -0.3979 3.0608 -0.1 -0.1 -0.1
H -4.2733 -3.2277 0.8937 0.0 0.1 0.1
C -0.2385 2.1535 -3.7247 -0.1 -0.1 0.0
P -0.9160 1.7255 -2.0584 0.2 -0.1 0.0
C -2.6623 1.4114 -2.5351 0.0 0.0 0.0
C -2.9630 0.8530 -3.7793 0.0 0.0 -0.1
C -4.2811 0.6612 -4.1797 0.1 0.0 0.1
C -5.3217 1.0120 -3.3334 0.0 0.0 0.1
C -5.0383 1.5544 -2.0844 0.0 0.0 0.0
C -3.7218 1.7565 -1.6943 -0.1 -0.1 -0.1
C -0.9583 3.4108 -1.3457 0.0 0.1 -0.1
C 0.0842 3.8175 -0.5097 -0.1 0.0 0.0
C 0.1378 5.1193 -0.0243 0.0 -0.1 0.0
C -0.8466 6.0309 -0.3783 0.0 0.0 -0.1
C -1.8726 5.6458 -1.2343 0.0 0.0 0.0
C -1.9259 4.3455 -1.7199 0.0 0.1 0.1
H -0.9960 2.7088 -4.2768 0.0 0.0 -0.1
H 0.0623 1.2780 -4.3109 -0.1 0.1 0.1
H 0.6396 2.7761 -3.5796 0.0 0.0 0.0
H -2.1692 0.5913 -4.4740 -0.1 0.1 0.0
H -4.4906 0.2438 -5.1582 0.0 0.0 0.1
H -6.3510 0.8618 -3.6385 0.1 0.0 0.0
H -5.8471 1.8343 -1.4159 0.1 0.0 -0.1
H -3.5198 2.2349 -0.7502 0.0 0.0 0.2
H 0.8523 3.1080 -0.2377 0.0 -0.1 0.0
H 0.9426 5.4171 0.6395 -0.1 0.0 -0.1
H -0.8139 7.0435 0.0072 0.0 -0.1 0.0
H -2.6331 6.3615 -1.5289 0.1 -0.1 0.0
H -2.7334 4.0606 -2.3862 0.1 0.0 0.0
C 3.3899 1.2316 -3.6830 0.1 -0.2 -0.1
S 2.6977 2.0928 -2.2702 0.0 0.2 0.2
C 4.1245 3.0555 -1.7607 0.1 0.1 0.1
H 3.6106 1.9235 -4.4956 0.0 0.0 0.0
H 2.6431 0.5093 -4.0225 0.1 0.1 0.0
H 4.2975 0.6901 -3.4026 -0.1 0.0 0.0
H 4.4102 3.7670 -2.5351 0.0 0.0 0.0
H 4.9704 2.4065 -1.5224 -0.1 0.1 0.0
H 3.8334 3.6087 -0.8650 0.1 0.0 -0.1
```
Forces are in eV/Å.

Values from the calculation:
Orbital gap (spin up / spin down)   7.612 / 7.844 eV
<S²>   0.8132
LUMO (spin up / spin down)   -2.031 / -2.032 eV
HOMO energy (spin up / spin down)   -9.6 / -9.9 eV
Net charge   +1
Total energy   -126667.767 eV
Spin multiplicity   2

# 2
Here is 2 unconnected molecules or ions with the total composition C45H47N4O3 from OMol25. Energies are from the ωB97M-V functional and the def2-TZVPD basis.

The geometry in XYZ format:
```
99
Properties=species:S:1:pos:R:3:forces:R:3
C 4.2703 1.6951 -4.0259 -0.1 -0.1 0.1
C 4.1704 1.9858 -2.6637 -0.2 0.1 -0.2
C 2.9517 1.8056 -1.9910 0.2 -0.1 -0.2
C 1.8462 1.2568 -2.6510 0.2 0.4 -0.2
C 0.5317 0.9343 -1.9280 -0.1 0.2 0.0
C 0.6423 1.2267 -0.4252 0.2 0.6 -0.1
C -0.0617 2.2504 0.2143 0.1 -0.5 0.4
C -0.0552 2.3130 1.6203 0.2 0.2 0.0
C 0.6776 1.3923 2.3721 0.2 -0.2 -0.1
C 1.4584 0.4187 1.7281 -0.1 0.5 -0.5
C 1.4724 0.3845 0.3298 0.1 -0.2 0.7
C -0.6425 1.7051 -2.5766 0.1 0.4 0.1
C -0.4547 2.8396 -3.3800 -0.3 0.0 0.0
C -1.5527 3.5131 -3.9353 -0.3 -0.1 0.3
C -2.8586 3.0962 -3.6417 0.2 -0.2 0.1
C -3.0541 1.9712 -2.8266 0.3 0.2 0.0
C -1.9504 1.2841 -2.3092 -0.3 0.2 -0.3
C 0.1883 -0.5949 -2.0389 -0.6 -0.9 -1.3
C 1.2096 -1.5680 -2.6707 0.4 0.3 0.4
C 0.7351 -2.9552 -2.1892 0.1 -0.2 -0.2
C -0.2411 -2.6829 -1.0299 -0.7 0.3 -0.1
N -0.1310 -1.2487 -0.8081 0.2 -0.7 1.0
C 1.9338 1.0504 -4.0404 0.4 -0.1 0.0
C 3.1403 1.2429 -4.7215 -0.3 0.1 0.3
H 5.2177 1.8252 -4.5525 -0.3 0.0 0.2
H 5.0401 2.3656 -2.1154 -0.4 -0.1 -0.3
H 2.8826 2.1051 -0.9410 0.0 -0.3 -0.4
H -0.6246 2.9808 -0.3691 0.0 -0.3 0.2
H -0.6264 3.1008 2.1265 0.2 -0.3 -0.2
H 0.6744 1.4204 3.4674 -0.2 0.0 -0.4
H 2.0368 -0.3198 2.2883 -0.1 0.3 -0.1
H 2.1101 -0.3432 -0.1790 -0.3 0.3 0.2
H 0.5501 3.2098 -3.5899 -0.3 -0.2 0.1
H -1.3915 4.3785 -4.5872 0.0 -0.3 0.3
H -3.7211 3.6450 -4.0321 0.4 -0.2 0.1
H -4.0627 1.6315 -2.5786 0.3 0.1 -0.1
H -2.1188 0.3909 -1.7031 0.0 0.3 -0.1
H -0.6872 -0.7031 -2.7047 0.2 0.4 -0.1
H 1.2343 -1.4649 -3.7646 0.0 -0.1 0.4
H 2.2153 -1.3424 -2.2851 -0.2 -0.1 -0.2
H 0.2000 -3.4652 -3.0102 0.4 0.0 0.5
H 1.5813 -3.5673 -1.8452 -0.3 0.1 -0.3
H -1.2589 -2.9685 -1.3550 0.1 0.0 0.1
H -0.0507 -3.2218 -0.0950 0.2 0.0 -0.2
H -0.8034 -0.8414 -0.1669 0.0 0.0 -0.4
H 1.0449 0.7356 -4.6001 0.4 0.0 0.3
H 3.1846 1.0490 -5.7959 0.0 0.1 0.4
C 3.3535 5.6883 3.0598 -0.2 -0.2 -0.6
N 3.7518 5.4255 4.4173 0.2 0.5 0.7
C 4.2135 6.4200 5.2387 0.2 1.3 -0.8
O 4.4504 7.5788 4.9032 -0.4 -2.0 0.8
C 4.3797 5.8228 6.6377 0.8 0.5 -0.3
C 3.6091 6.5833 7.7176 -0.5 0.1 0.4
C 4.0719 8.0192 7.9150 0.1 0.2 0.2
C 3.1762 9.0854 7.7481 0.4 -0.1 -0.3
C 3.6451 10.4028 7.7691 0.2 -0.2 0.2
C 4.9923 10.6620 8.0584 -0.2 -0.3 -0.1
C 5.8630 9.6010 8.3378 -0.3 -0.1 0.0
C 5.3986 8.2812 8.2811 -0.2 0.4 -0.3
N 3.9208 4.4251 6.4339 -0.5 -1.7 3.2
C 3.8275 3.5638 7.4553 0.5 3.2 -2.7
C 3.4580 2.2004 7.2737 -2.4 -2.4 0.0
C 2.1679 1.7145 7.3684 2.3 2.0 1.1
C 1.8267 0.3252 7.4280 -0.8 -2.1 -0.3
C 2.6323 -0.6503 6.8105 -0.6 -0.5 -0.1
C 2.1620 -1.9778 6.7278 -0.8 1.7 1.0
N 2.8652 -2.8998 5.8910 1.8 -2.7 -2.1
O 2.3726 -4.0375 5.6998 0.8 2.6 0.6
O 3.9437 -2.5374 5.3635 -2.2 -0.4 1.2
C 0.9698 -2.3737 7.3522 0.4 0.3 -0.4
C 0.2059 -1.4180 8.0250 0.4 0.1 0.1
C 0.6102 -0.0828 8.0530 0.6 0.0 -0.6
C 3.4098 4.1691 5.0665 -0.2 -0.3 -1.4
C 1.8865 3.9490 5.0430 -0.2 0.2 0.4
C 4.1029 2.9881 4.3636 0.4 0.0 0.3
H 3.5904 6.7247 2.8033 0.0 -0.3 0.2
H 3.8842 5.0081 2.3837 -0.1 0.2 0.0
H 2.2726 5.5307 2.9431 0.3 0.1 -0.1
H 5.4603 5.8196 6.8945 -0.6 -0.1 -0.2
H 2.5381 6.5664 7.4605 0.3 0.0 0.1
H 3.7380 6.0377 8.6627 -0.1 0.1 -0.1
H 2.1183 8.8762 7.5626 0.4 0.1 -0.1
H 2.9638 11.2274 7.5482 0.2 -0.3 0.2
H 5.3622 11.6903 8.0615 -0.1 -0.4 0.0
H 6.9077 9.7993 8.5840 -0.3 -0.1 0.0
H 6.0720 7.4500 8.5052 -0.1 0.3 -0.1
H 4.0809 3.9858 8.4350 0.2 -0.3 -0.3
H 4.2814 1.5100 7.0501 -0.2 0.2 0.4
H 1.3460 2.4217 7.5736 0.5 -0.3 0.0
H 3.5747 -0.3949 6.3247 -0.4 -0.1 0.0
H 0.6450 -3.4042 7.2420 0.0 0.2 0.1
H -0.7127 -1.7261 8.5177 0.2 0.1 -0.1
H -0.0112 0.6767 8.5280 0.1 -0.2 -0.1
H 1.3762 4.8174 5.4865 0.1 -0.2 -0.1
H 1.5400 3.8173 4.0085 0.2 0.0 0.3
H 1.6244 3.0493 5.6086 0.0 0.4 -0.4
H 5.1883 3.1610 4.3189 -0.3 -0.1 0.0
H 3.9065 2.0445 4.8887 0.0 0.3 -0.3
H 3.7269 2.8869 3.3358 0.0 0.1 0.4
```
Forces are in eV/Å.

Values from the calculation:
Orbital gap   4.993 eV
Energy above the lowest of the compared OMol25 structures with the same formula, charge and spin   0.000 eV
LUMO   -4.599 eV
HOMO energy   -9.6 eV
Net charge   +1
Total energy   -59520.453 eV